Record 1
Computed, not measured: a cluster of 2 separate species, C5H12NO in total at a distorted geometry, with ωB97M-V with the def2-TZVPD basis set.

Structure (XYZ):
```
19
Properties=species:S:1:pos:R:3
O 0.145 -1.298 0.132
C 1.126 -1.534 0.726
C 2.127 -0.125 1.018
C 1.346 1.128 0.689
C 1.078 1.303 -0.812
C 2.085 0.667 -1.752
N 1.553 -0.806 2.042
H 1.616 -2.505 0.615
H 3.215 -0.103 0.993
H 0.390 0.988 1.169
H 1.830 2.000 1.163
H 0.985 2.359 -1.046
H 0.099 0.882 -1.026
H 2.061 -0.432 -1.675
H 1.824 0.861 -2.792
H 3.111 0.980 -1.563
H 2.156 -1.435 2.569
H -37.797 1.574 -6.106
H -38.387 1.116 -6.213
```

- LUMO energy (hartree) = -0.291
- HOMO-LUMO gap (eV) = 6.9
- strongest force on any atom (eV/Å) = 6.4
- E_tot (eV) = -8905.14325
- highest occupied orbital energy (eV) = -14.8
- charge = +1

Here are the Löwdin charges for atoms 1 to 4, given in e: 0.2352, -0.2330, -0.0706, -0.1133

=====

Record 2
Computed, not measured: a structure of composition C23H41N2P3RuS at a distorted geometry, with ωB97M-V with the def2-TZVPD basis set.

Structure (XYZ):
```
71
Properties=species:S:1:pos:R:3
Ru -0.096 0.805 -0.030
P 1.512 1.907 0.959
P -1.309 0.969 1.782
P -1.046 2.401 -1.131
H 0.393 -3.868 -5.984
C 0.604 -2.944 -6.533
C 1.866 -2.509 -6.703
H 2.709 -3.078 -6.309
C 2.649 0.801 1.888
C 1.302 3.265 2.214
C 2.586 2.738 -0.261
C -2.741 -0.145 1.693
C -0.573 0.461 3.393
C -2.077 2.545 2.347
C -0.299 2.228 -2.772
C -0.963 4.165 -0.700
C -2.826 2.085 -1.364
H -0.266 -2.430 -6.965
H 2.078 -1.572 -7.235
H 3.044 0.074 1.169
H 2.147 0.263 2.703
H 3.467 1.405 2.305
H 0.873 2.895 3.158
H 0.656 4.054 1.802
H 2.290 3.704 2.441
H 2.819 2.013 -1.051
H 3.517 3.067 0.221
H 2.061 3.604 -0.689
H -3.449 0.065 2.508
H -2.351 -1.165 1.795
H -3.226 -0.020 0.717
H -0.909 1.099 4.224
H 0.519 0.495 3.328
H -0.890 -0.572 3.571
H -2.645 2.332 3.267
H -2.758 2.943 1.587
H -1.297 3.281 2.576
H -0.915 2.772 -3.498
H -0.249 1.158 -3.028
H 0.732 2.609 -2.767
H -1.670 4.718 -1.322
H 0.043 4.562 -0.844
H -1.224 4.336 0.345
H -3.212 2.711 -2.175
H -3.363 2.292 -0.433
H -2.976 1.029 -1.609
C 0.599 -2.173 -1.599
C -0.791 -1.928 -1.619
C -1.468 -1.844 -2.860
C -0.711 -1.808 -4.034
C 0.681 -1.642 -3.929
C 1.359 -1.834 -2.735
S 1.543 -2.720 -0.260
H 1.256 -3.998 -0.377
H -1.348 -1.809 -0.688
H -2.555 -1.824 -2.890
H -1.190 -1.963 -5.012
H 1.334 -1.477 -4.784
H 2.451 -1.737 -2.694
N 2.826 -1.442 5.707
C 2.056 -2.035 5.060
C 1.090 -2.700 4.208
C -0.153 -3.140 4.707
C -1.088 -3.669 3.820
C -0.740 -3.737 2.462
N 0.448 -3.356 2.020
C 1.380 -2.889 2.846
H -0.351 -3.069 5.777
H -2.080 -3.991 4.144
H -1.437 -4.154 1.725
H 2.351 -2.608 2.414
```

- LUMO energy (alpha / beta) (hartree) = -0.326 / -0.498
- spin multiplicity = 6
- HOMO-LUMO gap (alpha / beta) (eV) = 5.1 / 2.8
- <S²> = 8.775
- strongest force on any atom (eV/Å) = 3.3
- E_tot (eV) = -68746.64479
- highest occupied orbital energy (alpha / beta) (eV) = -13.9 / -16.4
- charge = +3

Here are the Löwdin charges for atoms 1 to 4, given in e: 0.3747, 0.6050, 0.6131, 0.5903

=====

Record 3
Computed, not measured: a structure of composition C12H19N3O9S3W at a distorted geometry, with ωB97M-V with the def2-TZVPD basis set.

Structure (XYZ):
```
47
Properties=species:S:1:pos:R:3
W 0.031 0.186 -0.883
O -3.014 0.064 -0.952
C -3.462 1.398 -0.918
C -2.434 2.372 -1.505
N -1.151 2.394 -0.768
C -1.360 2.714 0.654
C -1.191 1.418 1.483
O -1.130 1.447 2.704
O -1.081 0.363 0.764
C -0.264 3.356 -1.440
C 0.381 2.633 -2.653
O 0.680 3.198 -3.675
O 0.525 1.373 -2.388
H -3.169 -0.321 -1.830
H -4.401 1.522 -1.469
H -3.657 1.611 0.134
H -2.216 2.075 -2.538
H -2.866 3.383 -1.521
H -0.603 3.411 1.018
H -2.344 3.149 0.851
H -0.791 4.260 -1.757
H 0.557 3.640 -0.774
O 1.760 -0.811 -2.203
H 1.777 -0.529 -3.133
H 1.618 -1.805 -2.201
C 0.563 -1.841 4.157
C 1.189 -1.628 2.825
C 1.967 -2.541 2.171
C 2.523 -2.184 0.910
N 2.324 -0.998 0.390
C 1.514 -0.116 0.998
S 1.630 1.540 0.493
N 0.997 -0.409 2.261
C 3.327 -3.151 0.122
H 0.773 -2.842 4.523
H -0.515 -1.697 4.089
H 0.951 -1.113 4.869
H 2.162 -3.510 2.596
H 0.356 0.258 2.706
H 3.796 -3.885 0.771
H 4.075 -2.625 -0.464
H 2.653 -3.656 -0.573
O -1.508 -3.529 -1.217
S -0.488 -2.577 -1.509
O -0.108 -1.726 -0.306
O 0.751 -3.138 -2.039
S -1.125 -1.132 -2.773
```

- LUMO energy (alpha / beta) (hartree) = -0.014 / -0.067
- spin multiplicity = 3
- HOMO-LUMO gap (alpha / beta) (eV) = 7.6 / 7.2
- <S²> = 2.032
- strongest force on any atom (eV/Å) = 2.4
- E_tot (eV) = -69983.74742
- highest occupied orbital energy (alpha / beta) (eV) = -8.0 / -9.0
- charge = 0

Here are the Löwdin charges for atoms 1 to 4, given in e: 1.5271, -0.1612, -0.2265, -0.1387